Record 1
215
Properties=species:S:1:pos:R:3 method="wB97M-V/def2-TZVPD" homo_energy_ev=-7.8548 homo_lumo_gap_ev=8.6 multiplicity=1 total_charge=0 relative_energy_kcal_mol=0.0 largest_force_ev_per_a=3.07
C 20.4239 -28.1395 -5.4374
C 21.8072 -27.6744 -5.8355
O 21.9062 -26.2630 -5.7081
C 23.0907 -25.7307 -6.1889
C 22.9847 -24.2217 -6.1478
H 20.2440 -28.0240 -4.3816
H 19.6730 -27.4725 -5.8696
H 20.2463 -29.1229 -5.7975
H 22.6261 -28.1473 -5.2610
H 22.0241 -27.8714 -6.8781
H 23.9809 -26.0337 -5.6313
H 23.2330 -26.1097 -7.2260
H 22.0455 -23.8897 -6.5903
H 23.8304 -23.8054 -6.7244
H 22.9194 -23.8285 -5.1602
C 17.4528 -22.0507 -12.3638
C 17.3893 -22.8318 -13.6293
O 18.3585 -23.8575 -13.5845
C 18.4405 -24.6326 -14.7615
C 19.3402 -25.8041 -14.4770
H 16.8124 -21.1919 -12.4514
H 17.2371 -22.6563 -11.4802
H 18.5049 -21.7485 -12.2509
H 16.3852 -23.2645 -13.7758
H 17.5453 -22.2319 -14.5063
H 17.4014 -24.9807 -14.9976
H 18.7474 -24.0182 -15.6105
H 20.2448 -25.3557 -14.0301
H 19.5518 -26.4019 -15.3239
H 18.9111 -26.3892 -13.6776
C 11.7371 -17.0844 -1.5740
C 11.5400 -18.5051 -1.1318
O 12.8208 -19.0354 -0.9467
C 12.8254 -20.3297 -0.3822
C 14.2174 -20.8698 -0.2832
H 10.7897 -16.7241 -1.9524
H 12.0415 -16.3883 -0.8109
H 12.3720 -17.0322 -2.4452
H 10.9559 -18.5133 -0.1831
H 10.9937 -19.0778 -1.8727
H 12.3774 -20.2531 0.6239
H 12.2231 -20.9854 -0.9942
H 14.5539 -21.3478 -1.2077
H 14.3161 -21.5497 0.5621
H 14.9195 -20.0531 -0.1161
C 13.9022 -22.8637 -12.3554
C 12.7734 -22.6984 -11.3461
O 11.6357 -22.1970 -12.0641
C 10.4779 -22.1052 -11.2952
C 9.2341 -21.8538 -12.2103
H 13.9546 -21.9831 -12.9769
H 14.8196 -22.9544 -11.7821
H 13.8418 -23.7477 -12.9879
H 12.5342 -23.6316 -10.8404
H 13.0575 -22.0396 -10.5108
H 10.2532 -23.0578 -10.8104
H 10.6591 -21.2548 -10.6014
H 9.1417 -22.5423 -13.0286
H 9.4753 -20.9016 -12.6592
H 8.3447 -21.8315 -11.5999
C 16.0873 -24.5344 -0.8896
C 15.1396 -25.4338 -0.0545
O 15.8917 -26.5674 0.4161
C 15.1493 -27.7845 0.6096
C 16.0932 -28.9156 1.0752
H 15.4429 -23.9391 -1.5197
H 16.7035 -23.9534 -0.2386
H 16.7703 -25.1498 -1.5286
H 14.6689 -24.8916 0.7920
H 14.3444 -25.8130 -0.6991
H 14.3170 -27.6201 1.2984
H 14.6752 -28.0940 -0.3391
H 15.6055 -29.8937 1.2272
H 16.5397 -28.7587 2.0315
H 16.8230 -29.1669 0.2976
C 13.4820 -25.4705 -4.1958
C 12.6133 -24.2885 -3.8742
O 13.4591 -23.1417 -4.1307
C 12.9414 -21.9495 -3.6603
C 13.9053 -20.8699 -4.0413
H 13.8716 -25.3938 -5.2234
H 14.3094 -25.5048 -3.4922
H 12.9287 -26.4046 -4.1703
H 11.7033 -24.2351 -4.4314
H 12.3338 -24.1780 -2.8120
H 11.9267 -21.8166 -4.0457
H 12.8641 -21.9996 -2.5911
H 14.0558 -20.7222 -5.0922
H 14.8970 -21.1666 -3.6704
H 13.6030 -19.9357 -3.5689
C 20.0166 -24.7571 -3.2936
C 19.8253 -23.9472 -2.0099
O 18.7890 -22.9658 -2.1644
C 19.2170 -21.6577 -2.4961
C 18.0181 -20.7722 -2.6083
H 19.1150 -25.2498 -3.6428
H 20.4143 -24.1420 -4.0936
H 20.7400 -25.5605 -3.0584
H 19.5640 -24.6213 -1.1794
H 20.7502 -23.4415 -1.7347
H 19.7923 -21.2179 -1.6699
H 19.8348 -21.7111 -3.3812
H 17.4558 -20.6931 -1.6729
H 17.3434 -21.2467 -3.3038
H 18.2902 -19.7916 -3.0046
C 14.8002 -26.4071 -10.2350
C 13.4986 -26.5233 -9.5403
O 13.2290 -25.2798 -9.0172
C 12.0387 -25.2364 -8.2784
C 11.9013 -23.9276 -7.5054
H 15.5916 -26.0411 -9.5830
H 15.0964 -27.3837 -10.6098
H 14.7372 -25.6986 -11.0680
H 12.6877 -26.8999 -10.1904
H 13.5648 -27.2631 -8.7422
H 11.2327 -25.3688 -8.9719
H 12.0180 -26.0558 -7.5488
H 12.0639 -23.0950 -8.2189
H 12.7682 -23.8648 -6.8465
H 10.9308 -23.8967 -7.0132
C 12.8132 -20.1307 -7.7916
C 13.2112 -18.6771 -7.7772
O 13.3372 -18.3270 -6.4267
C 13.6540 -16.9520 -6.2193
C 14.0809 -16.7444 -4.7358
H 13.6199 -20.7544 -7.4058
H 11.8808 -20.2215 -7.2524
H 12.6323 -20.4857 -8.8094
H 14.1694 -18.5056 -8.2860
H 12.5513 -18.0426 -8.3507
H 14.5005 -16.7148 -6.8757
H 12.9035 -16.2276 -6.5367
H 15.1052 -17.0881 -4.5733
H 13.3766 -17.3440 -4.1460
H 13.9795 -15.6936 -4.4949
C 14.3808 -31.2390 -11.6627
C 15.8206 -31.4156 -11.2538
O 16.4099 -30.1167 -11.2564
C 17.8242 -30.0957 -11.0173
C 18.3098 -28.7222 -11.5069
H 14.3747 -30.8749 -12.6877
H 13.8407 -32.1754 -11.6161
H 13.8802 -30.5346 -10.9801
H 15.9200 -31.8876 -10.2703
H 16.3262 -32.0599 -11.9622
H 18.0610 -30.2570 -9.9580
H 18.2906 -30.8778 -11.6597
H 19.3642 -28.6222 -11.2743
H 17.7785 -27.9529 -10.9251
H 18.0325 -28.5885 -12.5442
C 16.9120 -19.0507 -5.6291
C 17.7621 -20.1722 -6.2199
O 18.3971 -19.7122 -7.3996
C 19.1137 -20.6924 -8.1246
C 20.1243 -20.0737 -9.0572
H 16.1097 -18.7616 -6.2537
H 16.4447 -19.4757 -4.7357
H 17.5369 -18.2144 -5.3577
H 18.4941 -20.4968 -5.4864
H 17.1816 -21.0584 -6.4300
H 19.6662 -21.3467 -7.4571
H 18.3786 -21.3082 -8.6841
H 20.8728 -19.4772 -8.5161
H 19.6310 -19.3515 -9.6823
H 20.6572 -20.7554 -9.7025
N 16.4488 -18.9170 -9.3803
C 16.0966 -17.6928 -9.8796
C 15.1016 -17.8921 -10.8071
C 14.7582 -19.3202 -10.8038
C 15.6794 -19.9211 -9.9487
H 17.1633 -19.0513 -8.6781
H 16.5264 -16.7555 -9.5451
H 14.6123 -17.0804 -11.3333
H 14.0313 -19.7594 -11.4628
H 15.8430 -20.9513 -9.6897
N 19.6474 -24.7217 -10.6666
C 20.7845 -23.9637 -10.5104
C 21.3327 -24.1975 -9.2755
C 20.4932 -25.1778 -8.6473
C 19.5129 -25.4954 -9.5154
H 19.1949 -24.8038 -11.5660
H 21.0859 -23.3354 -11.3153
H 22.2448 -23.8183 -8.8804
H 20.6925 -25.5364 -7.6560
H 18.7595 -26.2520 -9.5421
N 16.6518 -26.9079 -6.5960
C 16.5653 -27.3532 -5.3115
C 16.6816 -28.7300 -5.3301
C 16.7570 -29.1503 -6.6771
C 16.7914 -27.9567 -7.4171
H 16.7611 -25.9471 -6.9159
H 16.3246 -26.6696 -4.5238
H 16.5779 -29.3706 -4.4897
H 16.7714 -30.1887 -7.0189
H 16.8617 -27.7661 -8.4541
N 22.4431 -19.0363 -3.2610
C 21.3844 -19.0251 -4.1262
C 21.6146 -19.9645 -5.0985
C 22.8517 -20.5492 -4.7695
C 23.2830 -20.0429 -3.5897
H 22.5898 -18.3515 -2.5574
H 20.6991 -18.2040 -4.0095
H 20.9429 -20.1573 -5.9269
H 23.2797 -21.3377 -5.3240
H 24.1553 -20.3764 -3.0769
N 15.8419 -23.2226 -6.0173
C 17.0464 -23.4941 -5.4995
C 17.8920 -23.7630 -6.5341
C 17.1123 -23.6167 -7.7282
C 15.8576 -23.3739 -7.3369
H 15.0490 -23.0896 -5.3907
H 17.3371 -23.4842 -4.4575
H 18.9250 -24.0961 -6.4615
H 17.5492 -23.8543 -8.6741
H 14.9687 -23.4158 -7.9488

Record 2
70
Properties=species:S:1:pos:R:3 method="wB97M-V/def2-TZVPD" homo_energy_ev=-6.6913 homo_lumo_gap_ev=1.1 multiplicity=1 total_charge=0 relative_energy_kcal_mol=0.0 largest_force_ev_per_a=6.84
N 6.0488 7.3478 1.6134
P 5.2382 6.0266 2.0372
O 3.6952 6.4661 2.5840
O 6.0117 5.2037 3.3104
Ga 4.9463 4.5130 0.2578
P 6.5232 2.7690 0.6301
N 5.5710 1.6683 1.6221
O 7.7768 3.5594 1.5155
H 6.2995 7.2930 0.6175
H 3.0894 6.0750 1.9351
H 5.7031 5.5752 4.1522
H 5.1569 5.1941 -1.1801
H 3.4785 3.8564 0.4362
H 5.5192 1.9698 2.6033
H 5.8527 0.6897 1.5356
H 8.2821 2.9402 2.0525
Mg 3.6045 2.3961 2.6554
F 3.7940 -1.8743 -0.2430
P 3.5526 -0.5744 -1.2104
F 2.5426 -0.3571 0.0704
F 4.1033 0.9255 -0.8553
F 5.1293 -0.6896 -1.6001
F 2.4234 0.1687 -2.0920
F 3.2918 -1.6482 -2.3968
Mg 3.5789 -0.6036 1.5414
C -0.7911 2.9808 -2.4694
Br 0.6519 2.7503 -3.7429
Br -0.4873 1.9970 -0.8286
Br -1.1456 4.8480 -2.1227
H -1.6845 2.5668 -2.9252
Br 2.4498 4.3480 -1.3511
O -3.7507 4.5204 -4.4951
S -4.4222 5.8259 -4.4143
O -5.0819 6.1088 -5.6950
O -3.4253 6.8623 -4.1176
O -5.4317 5.8111 -3.3478
Mg 7.6197 5.8631 -0.0657
C -2.3972 -0.8437 -1.0191
C -2.3177 -2.0899 -1.6315
C -3.4742 -2.7304 -2.0556
C -4.7001 -2.1104 -1.8633
C -4.7926 -0.8692 -1.2486
C -3.6323 -0.2356 -0.8246
N -5.9078 -2.7775 -2.3317
O -5.7694 -3.8660 -2.8431
O -6.9774 -2.2007 -2.1908
H -1.4942 -0.3434 -0.6934
H -1.3533 -2.5608 -1.7817
H -3.4069 -3.7001 -2.5334
H -5.7501 -0.3894 -1.0970
H -3.6896 0.7344 -0.3453
F -4.6552 -4.1204 -4.6796
C -1.6992 -4.3239 1.6140
C -1.2136 -4.5825 3.0626
C -0.7826 -6.0056 3.4389
F -1.7632 -6.9070 3.3280
F -0.3853 -6.0331 4.7367
F -2.1471 -4.1239 3.9214
F -0.1112 -3.7885 3.2410
O -3.1057 -4.2803 1.3394
C -3.8296 -5.4548 1.0724
C -4.9025 -5.7448 2.1281
F -4.3819 -5.8504 3.3652
F -5.5208 -6.9134 1.8543
F -2.9856 -6.4797 0.8774
F -4.4321 -5.2482 -0.1045
H -1.3759 -3.3055 1.3891
H -1.1739 -4.9496 0.8908
H 0.0607 -6.3322 2.8237
H -5.6468 -4.9467 2.1431

Record 3
93
Properties=species:S:1:pos:R:3 method="wB97M-V/def2-TZVPD" homo_energy_ev="-11.4264 / -11.4264" homo_lumo_gap_ev="8.3 / 1.9" multiplicity=2 total_charge=+1 relative_energy_kcal_mol=0.0 largest_force_ev_per_a=3.68
O -0.5676 -19.4340 -11.5620
H 0.2768 -19.0079 -11.7091
H -1.1615 -18.7182 -11.3357
O -4.2823 -24.4810 -11.7028
H -3.9904 -24.0973 -10.8759
H -3.8586 -23.9496 -12.3768
O -3.1029 -23.4286 -13.8334
H -3.4303 -24.0846 -14.4488
H -3.6150 -22.6430 -14.0251
O -6.5786 -22.8749 -12.8943
H -6.0532 -23.3493 -12.2501
H -6.3986 -23.3177 -13.7237
O -6.5842 -19.5585 -15.2388
H -6.2583 -20.1406 -14.5523
H -6.5036 -20.0690 -16.0445
O -5.7006 -23.7082 -15.2035
H -5.5194 -22.9757 -15.7924
H -5.1072 -24.4013 -15.4929
O -6.1781 -21.6945 -17.0534
H -5.5820 -22.2769 -17.5242
H -7.0485 -22.0560 -17.2204
C -3.5229 -18.6708 -14.2946
C -3.5274 -20.1167 -13.7932
C -4.2964 -20.1408 -12.5117
O -4.1062 -20.9960 -14.7827
H -3.1679 -18.0533 -13.4694
H -4.5330 -18.4178 -14.6165
H -2.8406 -18.4863 -15.1244
H -2.5148 -20.4507 -13.5672
H -4.3168 -21.1648 -12.1387
H -5.3430 -19.8638 -12.6382
H -3.8231 -19.6145 -11.6828
H -3.8939 -20.6300 -15.6444
C -7.4273 -16.2771 -9.8932
C -7.6196 -17.1596 -11.1412
C -7.7702 -18.6326 -10.8027
O -8.8336 -16.8294 -11.8732
H -8.0314 -16.4720 -9.0071
H -7.5121 -15.2274 -10.1746
H -6.4050 -16.3860 -9.5312
H -6.7131 -16.9342 -11.7029
H -8.7493 -18.7656 -10.3426
H -6.8670 -19.0182 -10.3298
H -7.8005 -19.1347 -11.7697
H -8.7425 -17.3167 -12.6952
C -0.9436 -21.3183 -17.8121
C -0.4626 -20.1650 -18.7031
C 0.1937 -20.6456 -19.9910
O -1.5278 -19.3486 -19.1103
H -1.8580 -21.6882 -18.2759
H -1.1766 -20.9194 -16.8248
H -0.3525 -22.2219 -17.6625
H 0.1967 -19.5692 -18.0718
H -0.4212 -21.3487 -20.5529
H 1.2152 -20.9991 -19.8509
H 0.4286 -19.8042 -20.6428
H -2.2922 -19.3909 -18.5310
C -7.0770 -20.8182 -7.4565
C -5.8848 -21.4506 -8.2321
C -4.8742 -20.3288 -8.5631
O -5.1389 -22.3346 -7.3955
H -7.8474 -21.5432 -7.1938
H -7.6560 -20.3169 -8.2320
H -6.8446 -20.2503 -6.5556
H -6.2374 -21.9828 -9.1156
H -4.3530 -20.0026 -7.6631
H -5.3419 -19.4359 -8.9778
H -4.1434 -20.6797 -9.2917
H -4.3437 -22.6194 -7.8517
C -4.0810 -17.1518 -18.2479
C -4.7785 -18.5155 -18.1953
C -5.1379 -19.0866 -19.5988
O -3.9343 -19.4839 -17.5487
H -3.9464 -16.6994 -17.2654
H -4.5943 -16.4337 -18.8873
H -3.1286 -17.2672 -18.7652
H -5.6600 -18.4086 -17.5632
H -4.2572 -19.0905 -20.2409
H -5.8507 -18.4426 -20.1140
H -5.5434 -20.0934 -19.4983
H -4.5338 -20.2059 -17.3461
C -0.1682 -16.8088 -16.5924
C 0.2178 -17.2276 -15.1690
C 0.5394 -18.7490 -15.1013
O 1.2715 -16.4451 -14.9050
H -0.4376 -15.7527 -16.5768
H -1.1458 -17.2009 -16.8731
H 0.6126 -17.0886 -17.2996
H -0.5988 -17.0037 -14.4826
H -0.3140 -19.4248 -15.1563
H 1.1465 -18.9587 -14.2207
H 1.1578 -18.9976 -15.9638
H 1.5998 -16.7948 -14.0734

Record 4
8
Properties=species:S:1:pos:R:3 method="wB97M-V/def2-TZVPD" homo_energy_ev="-8.7192 / -8.9181" homo_lumo_gap_ev="6.6 / 8.0" multiplicity=1 total_charge=0 relative_energy_kcal_mol=116.5 largest_force_ev_per_a=1.63
C -0.6438 -1.7957 -2.6193
P 0.0626 1.7172 2.4038
S 0.5529 0.0351 1.5458
Br -1.2131 -0.6017 -1.3012
Br 0.2300 -1.0489 -4.1220
H -0.0844 -2.5590 -2.1694
H 0.0416 1.5499 3.7742
H 1.0544 2.7031 2.4881

Record 5
54
Properties=species:S:1:pos:R:3 method="wB97M-V/def2-TZVPD" homo_energy_ev=-11.3375 homo_lumo_gap_ev=7.9 multiplicity=1 total_charge=+1 relative_energy_kcal_mol=405.4 largest_force_ev_per_a=10.52
O -0.0889 -0.4101 0.0543
H 0.6985 0.1381 0.0197
H 0.2374 -1.3121 0.0935
H -0.5587 -0.2347 0.8730
C -2.2511 1.7292 0.6323
C -0.9465 2.6536 0.7892
O -0.4086 2.5115 2.1091
O -2.0414 0.3170 0.5935
H -2.7932 2.0002 -0.2737
H -2.9983 1.8599 1.4150
H -1.2655 3.6953 0.7540
H -0.0994 2.4465 0.1353
H -0.3733 1.5522 2.1107
H -2.8795 -0.1278 0.7394
C -0.7321 1.6278 -1.7673
C -0.3347 3.0645 -2.1408
O -0.8159 3.1682 -3.4382
O -0.2031 0.6501 -2.7331
H -1.8074 1.4773 -1.8629
H -0.4057 1.2412 -0.8018
H 0.7362 3.2627 -2.1857
H -0.8151 3.7867 -1.4806
H -0.6495 2.3957 -3.9834
H 0.3223 -0.0067 -2.2704
C -0.1982 -1.8317 2.3484
C -0.4903 -0.3302 2.8238
O -0.0661 0.6114 1.8761
O -1.1869 -2.2131 1.4377
H -0.0753 -2.5471 3.1615
H 0.7360 -1.9615 1.8018
H -0.1191 -0.2404 3.8446
H -1.5788 -0.3203 2.8804
H 0.8647 0.7179 2.0856
H -1.5243 -3.1072 1.5283
C 2.2840 0.8612 -1.4298
C 2.7412 0.3543 0.0586
O 1.6517 0.0327 0.9592
O 1.4178 -0.1213 -1.9791
H 3.1571 0.8522 -2.0822
H 1.8960 1.8789 -1.3872
H 3.2780 1.0955 0.6507
H 3.4316 -0.4783 -0.0764
H 1.9469 0.1504 1.8651
H 1.9104 -0.4758 -2.7229
C -0.7440 -3.0285 -0.5678
C 0.6844 -3.2704 -0.2368
O 1.3309 -1.9658 0.1579
O -0.8018 -3.2001 -1.9110
H -1.0890 -2.0519 -0.2283
H -1.4155 -3.7269 -0.0684
H 1.2129 -3.8097 -1.0229
H 0.7035 -3.9625 0.6051
H 2.2529 -2.1370 0.3633
H -1.7375 -3.2612 -2.1166

Record 6
14
Properties=species:S:1:pos:R:3 method="wB97M-V/def2-TZVPD" homo_energy_ev=-8.8096 homo_lumo_gap_ev=8.3 multiplicity=1 total_charge=0 relative_energy_kcal_mol=44.7 largest_force_ev_per_a=4.51
C 0.1021 1.2481 -1.4080
C -1.8555 -0.2551 0.9124
C 1.8899 -0.1446 0.6917
C 0.3309 -0.2131 -1.6130
N -0.2214 2.3791 -1.3479
S -1.5652 -1.0813 -0.6627
S 1.7923 -0.9611 -0.9235
H -1.1224 -0.5062 1.7075
H -2.8211 -0.7157 1.2392
H -2.0559 0.8345 0.7948
H 0.9646 0.5494 0.8004
H 2.7951 0.4533 0.7935
H 1.7594 -0.9311 1.5090
H 0.0071 -0.6561 -2.4935